(1)
The following is a DFT calculation (the ωB97M-V functional and the def2-TZVPD basis) of a molecular structure, C6H8FeLiO6.

* net charge: +2
* gap between HOMO and LUMO (alpha / beta): 9.01 / 6.65 eV
* 2S+1: 6
* max |F|: 0.061 hartree/bohr
* DFT total energy: -53208.902 eV

Atoms and positions in Å:
Fe 1.16 2.13 1.23
O -1.82 0.17 1.34
O 1.90 -1.00 1.05
O 0.08 -0.08 0.06
O -0.68 2.01 0.70
O -1.83 0.81 -0.80
O 2.42 1.08 -0.20
C 1.12 0.06 0.92
C -1.04 0.78 0.38
C 3.23 0.02 -0.61
C -2.63 -0.79 0.67
C -2.92 -0.10 -0.67
C 2.53 -1.30 -0.22
Li -1.72 2.82 -0.69
H 3.25 -2.11 -0.04
H 1.77 -1.58 -0.96
H -2.07 -1.73 0.53
H -3.86 0.47 -0.64
H -3.52 -0.97 1.27
H -2.93 -0.79 -1.51
H 3.35 0.02 -1.70
H 4.21 0.08 -0.11

Charges computed using Mulliken, reported in e: number 1, Fe, carries 0.8943; number 2, O, carries -0.4024; number 3, O, carries -0.2657; number 4, O, carries -0.1009; number 5, O, carries -1.2603; number 6, O, carries -0.6560; number 7, O, carries -0.4697; number 8, C, carries 0.3663; number 9, C, carries 1.8713; number 10, C, carries -0.2378; number 11, C, carries -0.3117; number 12, C, carries -0.4057; number 13, C, carries -0.4194; number 14, Li, carries 0.9031; number 15, H, carries 0.3808; number 16, H, carries 0.2731; number 17, H, carries 0.2501; number 18, H, carries 0.3061; number 19, H, carries 0.3617; number 20, H, carries 0.2885; number 21, H, carries 0.3055; number 22, H, carries 0.3289

(2)
The following is a DFT calculation (the ωB97M-V functional and the def2-TZVPD basis) of a molecular structure, C6H8HgLiO6.

* net charge: +1
* gap between HOMO and LUMO (alpha / beta): 6.06 / 6.07 eV
* 2S+1: 1
* max |F|: 0.110 hartree/bohr
* ΔE to the lowest compared entry with this formula, charge and spin: 397.2 kJ/mol
* DFT total energy: -23005.553 eV

Atoms and positions in Å:
Hg 0.62 0.10 1.47
O 1.33 -1.47 0.70
O -1.30 -1.60 -0.73
O -1.31 0.16 0.67
O 2.05 0.50 -1.40
O 1.08 1.57 0.27
O -2.51 0.21 -1.18
C -1.50 -0.40 -0.59
C -2.18 1.31 0.84
C -2.84 1.44 -0.52
C 3.00 -0.11 -0.50
C 2.53 -1.48 -0.02
C 1.05 1.28 -0.97
Li 0.06 -2.66 0.09
H -2.42 2.26 -1.11
H 3.92 -0.24 -1.10
H -2.88 1.06 1.65
H -3.93 1.52 -0.47
H 3.22 0.55 0.34
H -1.58 2.19 1.10
H 3.34 -1.93 0.59
H 2.52 -2.13 -0.91

Charges computed using Mulliken, reported in e: number 1, Hg, carries 1.5630; number 2, O, carries -1.0269; number 3, O, carries -0.6699; number 4, O, carries -0.4540; number 5, O, carries -0.1707; number 6, O, carries -0.6678; number 7, O, carries -0.3094; number 8, C, carries 0.8444; number 9, C, carries -0.2082; number 10, C, carries -0.4280; number 11, C, carries -0.7784; number 12, C, carries -0.0308; number 13, C, carries -0.1104; number 14, Li, carries 0.9259; number 15, H, carries 0.3282; number 16, H, carries 0.3646; number 17, H, carries 0.3052; number 18, H, carries 0.3046; number 19, H, carries 0.3744; number 20, H, carries 0.2683; number 21, H, carries 0.3137; number 22, H, carries 0.2623

(3)
The following is a DFT calculation (the ωB97M-V functional and the def2-TZVPD basis) of a gas-phase ion, C6H8IN2O (charge +1).

* net charge: +1
* gap between HOMO and LUMO (alpha / beta): 7.87 / 7.87 eV
* 2S+1: 1
* max |F|: 0.057 hartree/bohr
* ΔE to the lowest compared entry with this formula, charge and spin: 138.1 kJ/mol
* DFT total energy: -19468.553 eV

Atoms and positions in Å:
I 2.19 2.23 0.82
O 0.08 2.93 -1.64
N -0.71 0.73 -1.72
N 0.78 -0.46 0.03
C -0.89 -0.50 -1.65
C 0.05 -0.63 1.30
C -0.14 1.82 -1.54
C -1.39 -0.19 1.38
C 1.50 0.62 -0.34
C 0.21 -1.32 -0.95
H 2.23 0.48 -1.13
H 0.23 -1.66 1.63
H -1.90 -0.58 2.26
H 0.73 -1.73 -1.78
H 0.56 0.13 1.92
H -1.95 -0.63 0.57
H -0.25 -2.20 -0.44
H -1.35 0.96 1.27

Charges computed using Mulliken, reported in e: number 1, I, carries 0.3365; number 2, O, carries -0.2765; number 3, N, carries 0.0165; number 4, N, carries 0.0699; number 5, C, carries -0.2887; number 6, C, carries -0.5234; number 7, C, carries 0.6118; number 8, C, carries -0.9132; number 9, C, carries -0.5746; number 10, C, carries -0.2466; number 11, H, carries 0.5541; number 12, H, carries 0.4190; number 13, H, carries 0.3954; number 14, H, carries 0.3611; number 15, H, carries 0.1882; number 16, H, carries 0.3433; number 17, H, carries 0.3152; number 18, H, carries 0.2122